A cluster of 4 separate species, C27H58BrClFNO11S2 in total, computed with ωB97M-V/def2-TZVPD.

```
! RIJCOSX wB97M-V def2-TZVPD def2/J DEFGRID3
* xyz 0 1
C -0.299 -2.262 0.084
C -1.602 -2.333 -0.718
C -1.896 -3.789 -1.146
Cl -3.646 -4.114 -1.059
C -1.335 -4.045 -2.553
O -2.216 -3.549 -3.514
C -1.640 -2.952 -4.622
F -1.694 -1.585 -4.466
C -0.963 -5.523 -2.778
Br -2.456 -6.530 -3.515
O 0.154 -5.494 -3.615
C 0.831 -6.643 -4.037
S 0.897 -8.037 -2.864
S 0.145 -7.147 -5.679
C 2.305 -6.224 -4.189
C 2.451 -5.059 -5.145
N 2.436 -3.839 -4.806
H 0.457 -2.923 -0.348
H -0.457 -2.537 1.126
H 0.103 -1.252 0.022
H -2.451 -1.984 -0.139
H -1.491 -1.732 -1.620
H -1.403 -4.458 -0.445
H -0.391 -3.492 -2.593
H -2.215 -3.214 -5.506
H -0.596 -3.247 -4.747
H -0.717 -5.975 -1.817
H -0.396 -8.174 -2.546
H 0.905 -8.239 -5.783
H 2.854 -7.085 -4.570
H 2.684 -5.914 -3.215
H 2.569 -5.279 -6.204
H 2.321 -3.749 -3.796
C -9.746 0.732 -2.073
O -8.337 0.784 -2.105
C -7.683 0.668 -0.858
C -6.700 -0.484 -0.774
O -7.234 -1.786 -0.907
C -7.725 -2.232 -2.158
C -6.702 -2.420 -3.260
O -6.090 -1.219 -3.684
C -4.677 -1.204 -3.617
H -10.173 1.740 -2.047
H -10.089 0.239 -2.984
H -10.114 0.164 -1.215
H -8.411 0.586 -0.043
H -7.106 1.586 -0.694
H -6.302 -0.457 0.245
H -5.850 -0.329 -1.443
H -8.565 -1.624 -2.500
H -8.125 -3.228 -1.948
H -7.237 -2.848 -4.118
H -5.951 -3.149 -2.941
H -4.296 -1.858 -2.830
H -4.365 -0.180 -3.403
H -4.241 -1.503 -4.572
C 0.343 0.914 3.503
O 0.000 1.591 2.313
C -1.017 2.567 2.435
C -0.599 3.955 1.990
O 0.442 4.569 2.723
C 1.767 4.073 2.629
C 2.466 4.217 1.294
O 1.873 3.465 0.250
C 1.516 4.189 -0.906
H -0.189 -0.040 3.571
H 1.415 0.707 3.480
H 0.130 1.511 4.393
H -1.397 2.609 3.460
H -1.850 2.268 1.786
H -1.469 4.596 2.164
H -0.404 3.983 0.916
H 1.833 3.047 2.995
H 2.340 4.686 3.329
H 3.489 3.849 1.439
H 2.527 5.276 1.024
H 1.278 5.232 -0.677
H 0.630 3.721 -1.339
H 2.319 4.162 -1.649
C 6.973 6.582 5.795
O 6.955 5.184 5.984
C 5.681 4.599 6.156
C 5.350 3.514 5.148
O 5.270 3.907 3.791
C 6.430 4.335 3.100
C 7.518 3.302 2.882
O 8.129 2.850 4.073
C 8.134 1.454 4.273
H 7.148 7.100 6.743
H 7.794 6.822 5.117
H 6.043 6.947 5.353
H 4.896 5.362 6.141
H 5.659 4.122 7.144
H 4.337 3.183 5.393
H 5.997 2.643 5.274
H 6.837 5.251 3.533
H 6.066 4.599 2.102
H 8.289 3.784 2.267
H 7.113 2.462 2.308
H 7.282 0.969 3.788
H 8.072 1.268 5.346
H 9.060 1.008 3.897
*
```

Computed properties:
**SMILES**: [H]/N=C\CC(S)(S)O[C@H](Br)[C@@H](OCF)[C@H](Cl)CC.COCCOCCOC.COCCOCCOC.COCCOCCOC
**HOMO energy**: -0.323 hartree
**LUMO level**: 0.3 eV
**Largest force on an atom**: 0.7 eV Å⁻¹
**Kohn-Sham gap**: 9.13 eV

A structure of composition C57H52AsNOP2S4Zr, computed with ωB97M-V/def2-TZVPD.

```
! RIJCOSX wB97M-V def2-TZVPD def2/J DEFGRID3
* xyz 0 1
Zr -0.545 -0.996 -0.383
S 1.437 1.372 1.222
P -0.469 1.949 1.213
C -1.583 0.695 0.867
P -2.283 -0.285 2.061
S -1.934 -2.198 1.512
C -1.694 -0.033 3.764
C -2.467 0.605 4.730
C -1.962 0.815 6.005
C -0.682 0.388 6.325
C 0.096 -0.246 5.365
C -0.409 -0.457 4.093
C -4.083 -0.074 2.207
C -4.859 -1.046 2.834
C -6.225 -0.867 2.972
C -6.830 0.285 2.480
C -6.065 1.252 1.847
C -4.694 1.069 1.711
C -0.861 2.879 2.743
C 0.063 2.969 3.774
C -0.230 3.702 4.917
C -1.444 4.357 5.036
C -2.373 4.278 4.003
C -2.079 3.545 2.866
C -0.676 3.300 0.003
C 0.360 4.190 -0.248
C 0.154 5.287 -1.073
C -1.083 5.497 -1.664
C -2.122 4.603 -1.429
C -1.916 3.515 -0.594
H -3.466 0.949 4.493
H -2.570 1.318 6.746
H -0.289 0.552 7.321
H 1.099 -0.574 5.611
H 0.195 -0.945 3.339
H -4.393 -1.951 3.207
H -6.823 -1.628 3.457
H -7.898 0.422 2.584
H -6.532 2.146 1.455
H -4.089 1.811 1.204
H 1.011 2.454 3.678
H 0.497 3.757 5.719
H -1.670 4.932 5.925
H -3.323 4.790 4.081
H -2.806 3.507 2.064
H 1.334 4.010 0.191
H 0.969 5.974 -1.265
H -1.241 6.353 -2.309
H -3.092 4.762 -1.884
H -2.719 2.816 -0.395
S -2.200 -2.107 -1.977
C -1.439 -3.380 -2.909
C -2.081 -3.908 -4.030
C -1.483 -4.917 -4.765
C -0.241 -5.415 -4.384
C 0.396 -4.899 -3.269
C -0.191 -3.876 -2.527
S 0.596 -3.216 -1.114
H -3.051 -3.520 -4.314
H -1.989 -5.322 -5.633
H 0.230 -6.203 -4.958
H 1.367 -5.277 -2.973
C -2.285 1.858 -3.889
C -2.251 1.121 -2.585
C -3.553 0.935 -1.881
O -1.201 0.644 -2.171
H -2.769 2.826 -3.759
H -2.909 1.272 -4.572
H -1.299 1.979 -4.327
H -4.266 1.717 -2.139
H -3.378 0.870 -0.808
H -3.952 -0.030 -2.208
C 3.099 4.159 -3.368
C 4.034 3.320 -2.777
C 3.658 2.065 -2.319
C 2.333 1.654 -2.431
C 1.393 2.510 -2.990
C 1.778 3.752 -3.473
As 1.782 -0.124 -1.902
C 1.837 -1.178 -3.524
C 0.878 -1.234 -4.522
C 1.047 -2.128 -5.571
C 2.160 -2.957 -5.607
C 3.106 -2.918 -4.592
C 2.945 -2.028 -3.537
C 3.837 -1.905 -2.366
C 5.011 -2.624 -2.154
C 5.765 -2.394 -1.014
C 5.358 -1.460 -0.068
C 4.178 -0.751 -0.257
C 3.434 -0.975 -1.405
H 3.401 5.130 -3.739
H 5.065 3.636 -2.682
H 4.402 1.413 -1.881
H 0.358 2.208 -3.028
H 1.037 4.406 -3.914
H -0.005 -0.609 -4.471
H 0.299 -2.192 -6.350
H 2.279 -3.662 -6.420
H 3.953 -3.593 -4.628
H 5.345 -3.354 -2.881
H 6.684 -2.947 -0.862
H 5.959 -1.283 0.815
H 3.851 -0.025 0.479
C 3.321 -4.300 1.661
C 2.642 -3.279 2.584
C 1.700 -3.979 3.572
C 3.670 -2.408 3.314
C 1.816 -2.406 1.744
N 1.125 -1.763 1.100
H 3.870 -5.012 2.279
H 4.015 -3.813 0.977
H 2.580 -4.838 1.069
H 2.290 -4.652 4.196
H 0.946 -4.561 3.043
H 1.192 -3.259 4.216
H 4.309 -3.051 3.923
H 3.182 -1.685 3.968
H 4.298 -1.868 2.605
*
```

Computed properties:
**HOMO energy**: -0.251 hartree
**LUMO level**: 0.2 eV
**Largest force on an atom**: 0.8 eV Å⁻¹
**Kohn-Sham gap**: 7.02 eV

A cluster of 2 separate species, C4H9NO3 in total, computed with ωB97M-V/def2-TZVPD.

```
! RIJCOSX wB97M-V def2-TZVPD def2/J DEFGRID3
* xyz 0 1
C 1.502 -1.204 0.374
O 1.136 -0.924 1.595
H -0.391 -0.702 1.432
H 2.300 -0.578 -0.062
H 0.545 -0.858 -0.380
H 1.634 -2.268 0.119
C -0.165 1.206 -0.826
C -0.862 -0.105 -0.513
N 0.505 1.783 0.192
C -1.350 -0.388 0.816
O -1.463 -0.643 -1.578
O -0.232 1.639 -1.970
H -1.195 -0.097 -2.347
H 1.069 2.589 -0.031
H 0.751 1.237 1.013
H -1.697 0.502 1.340
H -2.086 -1.188 0.827
*
```

Computed properties:
**HOMO energy**: -0.342 hartree
**LUMO level**: -0.6 eV
**Largest force on an atom**: 0.9 eV Å⁻¹
**Kohn-Sham gap**: 8.70 eV